1.
The following is a DFT calculation (ωB97M-V with the def2-TZVPD basis set) of the molecule C19H28N2O5.

Structure (XYZ):
```
54
Properties=species:S:1:pos:R:3:mulliken_charge:R:1
C 2.2941 1.5690 4.0674 -1.530
C 0.8924 1.6251 3.4670 0.491
C -0.0706 0.7644 4.2800 -1.497
C 0.9355 1.1622 1.9939 -0.159
N 1.8437 1.9841 1.2277 -0.154
C 2.8809 1.4561 0.5426 0.672
O 3.2708 0.3179 0.6458 -0.646
O 3.4549 2.4030 -0.2327 -0.419
C 4.5816 1.9937 -1.0141 -1.004
C 4.1550 1.5923 -2.4019 0.748
C 3.5870 0.3422 -2.6170 -0.198
C 3.1599 -0.0214 -3.8816 -0.642
C 3.2992 0.8580 -4.9422 -0.386
C 3.8629 2.1050 -4.7334 -0.500
C 4.2851 2.4723 -3.4675 -0.559
C -0.4516 1.2889 1.3575 0.057
O -0.8546 2.3422 0.9064 -0.692
N -1.1870 0.1620 1.3603 0.018
C -2.4865 0.0856 0.7436 -0.735
C -2.7898 -1.3681 0.4052 0.728
O -2.0674 -2.2704 0.7468 -0.620
O -3.9180 -1.4586 -0.2678 -0.344
C -4.4460 -2.7457 -0.7055 1.599
C -5.7408 -2.3830 -1.4306 -1.652
C -3.4595 -3.4145 -1.6601 -1.636
C -4.7330 -3.6307 0.5055 -1.627
H 2.2775 1.9206 5.0962 0.474
H 2.6688 0.5482 4.0539 0.343
H 2.9798 2.1916 3.4996 0.322
H 0.5392 2.6618 3.4761 0.307
H -1.0887 0.8579 3.9115 0.337
H -0.0560 1.0780 5.3212 0.455
H 0.2236 -0.2821 4.2358 0.333
H 1.3067 0.1343 1.9374 0.513
H 1.4979 2.8933 0.9551 0.326
H 5.0717 1.1554 -0.5067 0.361
H 5.2477 2.8591 -1.0423 0.451
H 3.4805 -0.3400 -1.7865 0.468
H 2.7200 -0.9951 -4.0405 0.381
H 2.9686 0.5724 -5.9302 0.370
H 3.9719 2.7945 -5.5579 0.366
H 4.7204 3.4478 -3.3050 0.335
H -0.7962 -0.7290 1.6384 0.322
H -3.2691 0.4576 1.4173 0.262
H -2.5118 0.7025 -0.1600 0.360
H -6.4207 -1.8772 -0.7504 0.394
H -5.5280 -1.7180 -2.2631 0.397
H -6.2193 -3.2817 -1.8075 0.408
H -3.2251 -2.7454 -2.4852 0.388
H -2.5393 -3.6687 -1.1413 0.359
H -3.8997 -4.3238 -2.0591 0.458
H -5.3901 -3.1127 1.2009 0.385
H -5.2186 -4.5458 0.1792 0.461
H -3.8098 -3.8873 1.0177 0.353
```

Computed properties:
Gap between HOMO and LUMO   0.36249 Eh
Total charge   0
E_LUMO   0.6 eV
HOMO level   -0.3401 Eh
ΔE to the lowest compared entry with this formula, charge and spin   0.0000 eV
Strongest force on any atom   0.748 eV/Å
Structure (SMILES)   CC(C)[C@H](NC(=O)OCc1ccccc1)C(=O)NCC(=O)OC(C)(C)C

=====

2.
The following is a DFT calculation (ωB97M-V with the def2-TZVPD basis set) of a structure of composition C19H19AsBeBr2N2S3.

Structure (XYZ):
```
47
Properties=species:S:1:pos:R:3:mulliken_charge:R:1
Be -0.0395 0.0852 -1.0577 0.192
S 2.0280 -0.0205 -0.6435 -0.261
C 2.4844 1.6767 -0.6502 -0.048
C 3.8177 2.0656 -0.4965 -0.637
C 4.1734 3.4042 -0.4826 -0.555
C 3.1938 4.3811 -0.6289 -0.539
C 1.8691 4.0095 -0.7875 -0.704
C 1.4956 2.6631 -0.7993 0.584
S -0.1857 2.1914 -0.9642 -0.306
H 4.5755 1.2978 -0.3944 0.420
H 5.2118 3.6861 -0.3589 0.350
H 3.4633 5.4299 -0.6208 0.352
H 1.1009 4.7637 -0.9117 0.417
Br -6.4813 -0.8319 -2.1009 -0.162
C -4.6321 -0.5208 -1.9840 -0.110
C -4.1352 0.7618 -2.0780 -0.841
C -2.7645 0.9384 -1.9643 -0.167
N -1.9215 -0.0740 -1.7696 0.193
C -2.4182 -1.3115 -1.7229 0.622
C -3.7667 -1.5893 -1.8152 -0.567
C -1.3665 -2.3619 -1.6109 0.561
C -1.6372 -3.7149 -1.6004 -0.587
C -0.5600 -4.5847 -1.5526 -0.119
Br -0.8633 -6.4388 -1.5209 -0.163
C 0.7273 -4.0904 -1.5396 -0.839
C 0.8946 -2.7140 -1.5455 -0.248
N -0.1297 -1.8648 -1.5631 0.189
H -4.7856 1.6108 -2.2283 0.434
H -2.3146 1.9207 -2.0254 0.490
H -4.1436 -2.5989 -1.7579 0.488
H -2.6480 -4.0920 -1.6270 0.491
H 1.5850 -4.7464 -1.5198 0.442
H 1.8798 -2.2655 -1.5316 0.570
C -0.7950 0.0566 4.3823 -1.084
As 0.1299 0.0254 2.7037 0.477
C 0.7488 1.8027 2.4040 -0.665
C 1.7007 -1.0272 2.9917 -0.986
S -1.0956 -0.7972 1.2175 -0.434
H -0.1189 0.3443 5.1857 0.375
H -1.1969 -0.9378 4.5626 0.348
H -1.6149 0.7668 4.3059 0.343
H 1.2668 2.1582 3.2953 0.473
H -0.1034 2.4320 2.1654 0.333
H 1.4199 1.7863 1.5512 -0.135
H 2.2058 -0.7190 3.9063 0.408
H 2.3481 -0.8871 2.1270 0.263
H 1.3978 -2.0699 3.0553 0.343
```

Computed properties:
Gap between HOMO and LUMO   0.21862 Eh
Total charge   0
E_LUMO   -0.8 eV
HOMO level   -0.2476 Eh
ΔE to the lowest compared entry with this formula, charge and spin   0.0000 eV
Strongest force on any atom   0.452 eV/Å

=====

3.
The following is a DFT calculation (ωB97M-V with the def2-TZVPD basis set) of a cluster of 14 separate species, C4H38NO13 in total in a non-equilibrium geometry.

Structure (XYZ):
```
56
Properties=species:S:1:pos:R:3:mulliken_charge:R:1
C -2.4146 -0.7592 -0.3962 -0.547
C -2.8366 0.3240 0.5349 -0.812
C -2.0106 0.2838 1.8757 0.459
C -2.1963 1.4597 2.7212 -1.585
N -1.0120 -0.8275 -0.8892 0.168
H -2.6842 -1.8134 0.1764 0.324
H -3.1085 -0.6568 -1.2894 0.084
H -2.9991 1.3932 0.2832 0.452
H -3.8859 0.1677 0.8541 0.306
H -2.3665 -0.5635 2.5404 -0.055
H -0.9583 0.1810 1.5437 0.126
H -2.0472 2.5298 2.3010 0.337
H -1.7540 1.5786 3.7024 0.435
H -3.2364 1.7141 2.9793 0.402
H -0.3726 -0.3984 -0.1880 0.123
H -1.0399 -0.2922 -1.8281 0.455
H -0.8263 -1.7716 -0.9556 0.433
H 3.0690 -1.5478 5.1294 0.320
H 2.9236 -0.5559 3.9485 0.447
O 2.7387 -1.4461 4.2183 -0.713
H 2.1974 1.2981 2.8437 0.303
H 3.6196 1.5639 3.1206 0.284
O 2.8659 1.1317 3.4239 -0.662
H 5.0859 -1.9595 -1.1247 0.301
H 4.0570 -1.7581 0.0032 0.397
O 4.2646 -1.5477 -0.8755 -0.634
H 1.1296 -1.3437 -2.9170 0.345
H 0.3107 -2.3509 -3.5060 0.299
O 0.2119 -1.7462 -2.7513 -0.623
H 3.1463 -1.9406 -2.6423 0.296
H 3.6551 -1.9691 -3.8563 0.306
O 2.8698 -2.2138 -3.4504 -0.591
H 2.4280 1.7580 0.5749 0.303
H 3.5584 0.7393 0.1601 0.290
O 3.0581 1.1467 1.0066 -0.613
H 3.2338 -1.7839 2.4182 0.324
H 3.7014 -3.2369 2.1105 0.297
O 3.6193 -2.3028 1.7363 -0.676
H -2.6032 0.3259 -3.6777 0.323
H -1.7114 1.4979 -3.4337 0.282
O -2.2935 0.9468 -3.0151 -0.550
H 0.4468 2.4491 -1.8820 0.268
H 1.2911 1.3436 -2.3040 0.282
O 0.9922 1.6593 -1.4860 -0.567
H -4.5507 -2.5812 0.6184 0.210
H -5.0039 -3.4673 -0.1932 0.301
O -4.3874 -2.7534 -0.2410 -0.563
H 2.4816 4.3034 -2.6358 0.283
H 1.0920 4.5501 -1.8438 0.337
O 1.5245 4.1436 -2.6315 -0.639
H -0.0993 3.5449 -3.6744 0.277
H -0.6297 2.5198 -4.6186 0.256
O -0.5145 2.7078 -3.7802 -0.601
H -4.6473 -1.5353 3.9731 0.295
H -3.3928 -0.9330 3.9906 0.298
O -3.9898 -1.2060 3.2985 -0.596
```

Computed properties:
Gap between HOMO and LUMO   0.39517 Eh
Total charge   +1
E_LUMO   -2.4 eV
HOMO level   -0.4823 Eh
ΔE to the lowest compared entry with this formula, charge and spin   5.5366 eV
Strongest force on any atom   6.881 eV/Å

=====

4.
The following is a DFT calculation (ωB97M-V with the def2-TZVPD basis set) of the molecule C17H28N2O3.

Structure (XYZ):
```
50
Properties=species:S:1:pos:R:3:mulliken_charge:R:1
O -3.5577 -2.4643 -1.1642 -0.711
C -2.5331 -1.9570 -0.7593 0.387
N -2.2236 -0.6603 -0.9288 0.382
C -3.0856 0.3163 -1.5438 -1.100
C -3.0575 1.6023 -0.7094 0.035
C -3.6708 1.4500 0.6850 -0.347
C -2.8709 2.4631 1.4983 -0.747
C -1.4900 2.3542 0.8534 -0.020
O -1.7000 1.9863 -0.5070 -0.447
C -1.4773 -2.7481 0.0195 0.066
C -1.4720 -2.3023 1.4867 -0.964
C -0.3684 -1.2595 1.5556 0.698
O -0.1976 -0.4420 2.4349 -0.712
N 0.3929 -1.3846 0.4460 0.240
C 1.5928 -0.5933 0.2364 -0.370
C 1.5071 0.2406 -1.0488 -0.482
C 2.1781 1.6043 -0.8858 -0.984
C 3.7035 1.5636 -0.8554 -0.856
C 4.2983 0.6267 0.1960 -0.654
C 4.1330 -0.8501 -0.1686 -0.884
C 2.8314 -1.4962 0.3140 -0.951
C -0.0396 -2.4507 -0.4337 -0.819
H -1.3798 -0.2726 -0.5317 -0.489
H -2.7325 0.5387 -2.5577 0.345
H -4.0954 -0.0944 -1.6000 0.482
H -3.5688 2.4000 -1.2697 0.365
H -4.7404 1.6441 0.6850 0.463
H -3.4920 0.4404 1.0576 -0.076
H -2.8409 2.2306 2.5596 0.360
H -3.2796 3.4651 1.3612 0.283
H -0.9353 3.2959 0.8692 0.375
H -0.8913 1.5828 1.3526 -0.056
H -1.7285 -3.8040 -0.0890 0.453
H -2.4253 -1.8968 1.8229 0.334
H -1.2051 -3.1239 2.1549 0.411
H 1.6022 0.0957 1.0890 0.555
H 0.4560 0.4280 -1.2795 0.381
H 1.9447 -0.2998 -1.8894 0.405
H 1.8070 2.0647 0.0325 0.392
H 1.8692 2.2446 -1.7151 0.361
H 4.0757 1.2642 -1.8387 0.323
H 4.0641 2.5779 -0.6681 0.385
H 3.8582 0.8272 1.1733 0.346
H 5.3664 0.8452 0.2692 0.354
H 4.9590 -1.4220 0.2596 0.501
H 4.2111 -0.9474 -1.2534 0.398
H 2.6598 -2.3935 -0.2849 0.261
H 2.9443 -1.8118 1.3538 0.373
H 0.0147 -2.1370 -1.4790 0.355
H 0.5893 -3.3408 -0.3051 0.600
```

Computed properties:
Gap between HOMO and LUMO   0.37170 Eh
Total charge   0
E_LUMO   0.8 eV
HOMO level   -0.3430 Eh
ΔE to the lowest compared entry with this formula, charge and spin   0.4056 eV
Strongest force on any atom   0.603 eV/Å
Structure (SMILES)   O=C(NC[C@H]1CCCO1)[C@@H]1CC(=O)N(C2CCCCCC2)C1

=====

5.
The following is a DFT calculation (ωB97M-V with the def2-TZVPD basis set) of a structure of composition C13H39IN7O6P2S2 in a non-equilibrium geometry.

Structure (XYZ):
```
70
Properties=species:S:1:pos:R:3:mulliken_charge:R:1
C -1.1359 1.0757 -2.0288 -0.881
S -0.1959 -0.0733 -3.0061 1.117
O -0.0081 -1.2442 -2.1675 -0.695
O -0.8769 -0.4727 -4.2113 -0.684
N 1.3026 0.4362 -3.3909 -0.321
S 1.4510 2.0112 -3.5334 0.658
O 1.5954 2.6381 -2.2417 -0.499
O 0.4088 2.5635 -4.3610 -0.509
I 3.5315 2.4562 -4.7272 -0.208
H -0.9793 2.1155 -2.2928 0.502
H -0.8087 0.9322 -1.0017 0.267
H -2.1929 0.8287 -2.0885 0.210
O 6.4655 2.2880 0.0300 -0.817
P 5.7061 2.1367 1.3170 0.623
N 4.1321 1.8617 0.7319 0.256
C 2.9682 2.7248 0.7291 -0.619
C 3.8997 0.5640 0.1118 -1.083
N 6.0616 3.7207 1.9372 0.257
C 5.0936 4.6829 2.4236 -1.112
C 7.1499 4.4419 1.2800 -1.052
N 5.3380 1.5411 2.8689 0.064
C 4.0360 1.4699 3.4951 -0.822
C 6.4558 1.5539 3.8151 -1.069
H 2.1240 2.2232 1.2257 0.332
H 2.6499 2.9584 -0.2883 0.194
H 3.1203 3.6605 1.2600 0.159
H 3.8620 -0.2358 0.8687 0.283
H 4.6946 0.3191 -0.5974 0.288
H 2.9611 0.5494 -0.4407 0.355
H 4.4502 5.0741 1.6279 0.340
H 5.6077 5.5432 2.8608 0.411
H 4.4807 4.2894 3.2361 0.203
H 6.8203 4.9192 0.3487 0.334
H 7.9806 3.7832 1.0491 0.310
H 7.5393 5.2194 1.9445 0.344
H 3.5216 2.4319 3.5388 0.240
H 4.1397 1.1151 4.5217 0.375
H 3.3874 0.7510 2.9917 0.216
H 6.5576 2.5245 4.3130 0.326
H 7.3924 1.3257 3.3052 0.332
H 6.3251 0.7880 4.5839 0.385
O -3.8173 -1.2946 -1.7248 -0.754
P -4.5201 -2.6123 -1.4862 0.769
N -6.1352 -2.0101 -1.4271 0.220
C -6.9857 -1.7381 -0.2981 -0.965
C -6.7396 -1.7036 -2.7101 -1.161
N -3.7000 -2.8406 0.0352 0.286
C -4.3304 -3.0054 1.3258 -1.116
C -2.4505 -2.0906 0.2004 -0.990
N -5.0424 -4.2409 -1.4331 -0.047
C -6.2766 -4.7626 -0.8909 -0.849
C -3.9585 -5.2266 -1.4986 -1.079
H -7.9382 -2.2836 -0.3907 0.377
H -7.2304 -0.6702 -0.2281 0.300
H -6.5497 -2.0437 0.6473 0.253
H -7.0001 -2.6225 -3.2587 0.304
H -6.0572 -1.1212 -3.3362 0.268
H -7.6502 -1.1167 -2.5908 0.433
H -4.8384 -2.0940 1.6679 0.304
H -3.5778 -3.2430 2.0818 0.405
H -5.0217 -3.8488 1.3571 0.227
H -2.6590 -1.0483 0.4778 0.316
H -1.8419 -2.0850 -0.6987 0.264
H -1.8267 -2.5276 0.9858 0.313
H -6.4445 -4.4895 0.1522 0.260
H -6.2685 -5.8525 -0.9378 0.363
H -7.1410 -4.4436 -1.4775 0.218
H -3.5310 -5.4255 -0.5110 0.328
H -3.1629 -4.8793 -2.1571 0.353
H -4.3174 -6.1720 -1.9138 0.391
```

Computed properties:
Gap between HOMO and LUMO   0.26829 Eh
Total charge   -1
E_LUMO   1.9 eV
HOMO level   -0.1987 Eh
Strongest force on any atom   7.382 eV/Å

=====

6.
The following is a DFT calculation (ωB97M-V with the def2-TZVPD basis set) of a structure of composition C21H29CuN4OTe in a non-equilibrium geometry.

Structure (XYZ):
```
57
Properties=species:S:1:pos:R:3:mulliken_charge:R:1
Cu -0.2744 -1.2113 -1.0166 -0.788
O 2.5565 -0.7802 -1.5322 -1.020
C 2.6355 -1.6613 -0.4948 -0.557
C 1.9424 -1.1659 0.7601 0.993
C 2.7019 -0.9426 1.9021 -0.745
C 2.1139 -0.4355 3.0837 -0.432
C 0.7289 -0.1805 3.0648 -0.647
C 0.0163 -0.4433 1.9060 0.398
N 0.5710 -0.9310 0.7508 0.227
H 1.2674 -1.2090 -2.5678 0.437
H 3.6971 -1.8695 -0.1866 0.268
H 2.1826 -2.6502 -0.7375 0.043
H 3.7676 -1.1438 1.8650 0.335
H 2.7113 -0.2428 3.9684 0.360
H 0.2179 0.2254 3.9325 0.440
H -1.0553 -0.2594 1.8372 -0.324
C 4.0141 2.2959 0.6909 -1.092
C 2.5910 2.4763 0.2849 0.678
C 1.6381 3.3937 0.6887 -1.005
C 0.4849 3.0422 -0.0347 0.649
N 0.7175 2.0039 -0.8143 -0.779
N 1.9947 1.6661 -0.6107 0.507
C -0.8818 3.6484 0.0244 -1.032
H 4.3439 3.1422 1.3025 0.344
H 4.6715 2.2248 -0.1802 0.276
H 4.1391 1.3900 1.2721 0.142
H 1.7658 4.1938 1.4063 0.310
H 2.3294 0.7495 -1.0831 0.205
H -0.8441 4.6550 0.4470 0.333
H -1.5567 3.0321 0.6269 0.074
H -1.3192 3.6960 -0.9755 0.301
Te -3.3485 -0.1901 0.2098 -0.290
C -4.0760 0.3028 2.1301 -0.491
C -4.7841 1.4918 2.3563 -0.338
C -5.2308 1.8455 3.6226 -0.398
C -4.9836 1.0235 4.7176 -0.310
C -4.2814 -0.1604 4.5168 -0.536
C -3.8384 -0.5128 3.2479 -0.127
H -4.9793 2.1467 1.5163 0.323
H -5.7750 2.7767 3.7554 0.306
H -5.3302 1.3009 5.7081 0.335
H -4.0770 -0.8184 5.3569 0.315
H -3.2988 -1.4421 3.1082 0.364
C -1.0853 -2.8293 -4.0816 -1.941
C 0.3013 -2.2025 -3.8952 2.199
C 0.6233 -1.4036 -5.1955 -1.734
C 1.3464 -3.3368 -3.7945 -1.531
N 0.3178 -1.3505 -2.7398 -0.295
H -1.1316 -3.4431 -4.9943 0.391
H -1.8360 -2.0364 -4.1330 0.391
H -1.3304 -3.4500 -3.2150 0.328
H 0.6021 -2.0345 -6.0988 0.379
H 1.6147 -0.9507 -5.1011 0.371
H -0.1045 -0.5956 -5.2983 0.367
H 1.3677 -3.9480 -4.7144 0.439
H 1.1104 -3.9754 -2.9460 0.284
H 2.3382 -2.9166 -3.6189 0.301
```

Computed properties:
Gap between HOMO and LUMO   0.18744 Eh
Total charge   -2
E_LUMO   4.8 eV
HOMO level   -0.0126 Eh
ΔE to the lowest compared entry with this formula, charge and spin   0.7958 eV
Strongest force on any atom   3.065 eV/Å

=====

7.
The following is a DFT calculation (ωB97M-V with the def2-TZVPD basis set) of a structure of composition C2H3HgO2 in a non-equilibrium geometry.

Structure (XYZ):
```
8
Properties=species:S:1:pos:R:3:mulliken_charge:R:1
C -0.7919 0.3555 0.0664 -0.521
C -0.2735 -0.9498 0.1493 0.345
O 1.0560 -1.1565 0.0682 -0.685
O 0.2112 1.2771 -0.1111 -0.446
H -1.2376 -0.5404 -0.8802 0.295
H -0.1141 2.1617 -0.3117 0.373
Hg 2.0045 0.4240 0.1669 1.187
H -0.8544 -1.5715 0.8521 0.451
```

Computed properties:
Gap between HOMO and LUMO   0.22473 Eh
Total charge   +1
E_LUMO   -7.7 eV
HOMO level   -0.5086 Eh
ΔE to the lowest compared entry with this formula, charge and spin   2.8842 eV
Strongest force on any atom   7.298 eV/Å

=====

8.
The following is a DFT calculation (ωB97M-V with the def2-TZVPD basis set) of the molecule C6H3F6IO2 in a non-equilibrium geometry.

Structure (XYZ):
```
18
Properties=species:S:1:pos:R:3:mulliken_charge:R:1
C 3.0433 0.7694 0.2290 -0.998
C 1.6759 0.9761 -0.3211 0.863
O 1.3008 1.5605 -1.3107 -0.510
O 0.7665 0.4237 0.5427 -0.313
C -0.6903 0.3811 0.1496 -1.262
I -1.6618 2.3296 0.2091 0.223
C -1.1025 -0.5230 -1.0565 1.311
F -0.1102 -1.1870 -1.6553 -0.295
F -1.7640 0.0426 -2.0290 -0.269
C -2.0089 -1.3391 -0.1345 0.082
F -1.9156 -2.6757 -0.0540 -0.281
F -3.3149 -0.9586 -0.3084 -0.263
C -1.4213 -0.6041 1.0476 1.416
F -2.3575 -0.0557 1.8727 -0.278
F -0.6490 -1.4281 1.7983 -0.280
H 3.5362 0.3226 -0.6244 0.308
H 3.0156 0.2004 1.1949 0.267
H 3.6577 1.7655 0.4501 0.281
```

Computed properties:
Gap between HOMO and LUMO   0.35047 Eh
Total charge   0
E_LUMO   -0.6 eV
HOMO level   -0.3727 Eh
ΔE to the lowest compared entry with this formula, charge and spin   0.0000 eV
Strongest force on any atom   2.999 eV/Å
Structure (SMILES)   CC(=O)OC1(I)C(F)(F)C(F)(F)C1(F)F